{"formula": "C21H27FN2O4", "method": "wB97M-V/def2-TZVPD", "elements": ["O", "O", "F", "O", "O", "C", "C", "C", "C", "C", "C", "C", "C", "C", "C", "C", "C", "C", "C", "N", "N", "C", "C", "C", "C", "C", "C", "C", "H", "H", "H", "H", "H", "H", "H", "H", "H", "H", "H", "H", "H", "H", "H", "H", "H", "H", "H", "H", "H", "H", "H", "H", "H", "H", "H"], "coordinates": [[1.94, 1.38, 4.06], [5.30, -1.20, 0.54], [-6.39, 1.60, -0.48], [-1.16, -4.15, 1.40], [-7.18, 1.38, -3.13], [2.55, 1.15, 3.03], [4.57, -0.91, 1.49], [-1.93, -2.99, -0.55], [-0.82, -1.80, 1.22], [-4.92, 0.92, -3.75], [-2.06, -1.80, -1.27], [-0.95, -0.60, 0.51], [-3.57, 0.76, -3.40], [-4.13, 1.13, -1.09], [-5.48, 1.31, -1.44], [-1.30, -2.99, 0.70], [-5.87, 1.21, -2.78], [-1.57, -0.58, -0.76], [-3.15, 0.86, -2.06], [5.05, -0.86, 2.75], [2.36, -0.01, 2.41], [3.50, 2.20, 2.49], [6.44, -1.11, 3.11], [-0.71, 0.51, -2.81], [-1.24, 1.97, -0.90], [-1.69, 0.68, -1.62], [2.77, 0.16, -0.03], [3.07, -0.61, 1.26], [-1.55, -4.89, 0.91], [-7.69, 1.56, -2.32], [-2.32, -3.92, -0.97], [-0.35, -1.81, 2.20], [-5.23, 0.84, -4.79], [-2.55, -1.83, -2.24], [-0.56, 0.30, 0.96], [-2.87, 0.55, -4.21], [-3.87, 1.20, -0.04], [4.40, -0.64, 3.48], [1.65, -0.59, 2.84], [3.70, 2.93, 3.27], [4.44, 1.75, 2.17], [3.03, 2.70, 1.65], [6.59, -0.92, 4.17], [6.70, -2.14, 2.89], [7.10, -0.45, 2.53], [0.32, 0.40, -2.44], [-0.95, -0.39, -3.39], [-0.75, 1.38, -3.47], [-1.78, 2.12, 0.04], [-0.17, 1.94, -0.67], [-1.42, 2.85, -1.54], [3.08, -0.43, -0.89], [3.31, 1.11, -0.05], [1.70, 0.35, -0.11], [2.62, -1.59, 1.13]], "mulliken_charge": [-0.674, -0.671, -0.331, -0.580, -0.570, 0.730, 0.062, -0.799, -1.186, -0.995, -0.510, 0.100, -0.292, -0.159, 0.245, 1.059, 0.444, -0.619, -0.773, -0.141, -0.109, -1.016, -0.945, -1.883, -1.875, 2.760, -1.249, 0.510, 0.281, 0.309, 0.279, 0.472, 0.374, 0.446, 0.649, 0.432, 0.377, 0.288, 0.118, 0.334, 0.334, 0.239, 0.354, 0.289, 0.299, 0.243, 0.416, 0.469, 0.439, 0.381, 0.375, 0.434, 0.332, 0.260, 0.243], "smiles": "CC(C)(c1ccc(O)cc1)c1ccc(O)c(F)c1.CNC(=O)[C@H](C)NC(C)=O", "multiplicity": 1, "largest_force_ev_per_a": 2.0, "e_above_lowest_kcal_mol": 0.0, "homo_ev": -8.43}

{"formula": "C21H27FN2O5S", "method": "wB97M-V/def2-TZVPD", "elements": ["C", "H", "O", "C", "C", "C", "C", "C", "C", "O", "C", "H", "H", "H", "H", "S", "O", "O", "N", "C", "C", "N", "C", "C", "H", "H", "H", "H", "C", "C", "C", "O", "C", "C", "C", "C", "C", "C", "H", "H", "F", "H", "H", "H", "H", "H", "H", "H", "H", "H", "H", "H", "H", "H", "H", "H", "H"], "coordinates": [[-1.93, -5.15, -0.48], [-0.89, -4.88, -0.70], [-2.57, -4.17, 0.30], [-2.71, -2.92, -0.20], [-2.25, -2.51, -1.44], [-2.44, -1.20, -1.86], [-3.10, -0.32, -1.04], [-3.58, -0.70, 0.20], [-3.40, -2.01, 0.63], [-3.83, -2.50, 1.82], [-4.57, -1.66, 2.67], [-4.85, -2.27, 3.52], [-5.48, -1.29, 2.17], [-3.97, -0.80, 3.00], [-4.11, 0.03, 0.79], [-3.26, 1.40, -1.50], [-3.27, 1.52, -2.93], [-4.33, 1.99, -0.74], [-1.84, 2.11, -0.96], [-1.67, 2.14, 0.47], [-0.53, 3.10, 0.80], [0.68, 2.66, 0.13], [0.48, 2.67, -1.31], [-0.65, 1.70, -1.66], [-0.87, 1.72, -2.72], [-0.35, 0.68, -1.36], [1.40, 2.34, -1.80], [0.22, 3.67, -1.68], [1.87, 3.39, 0.56], [2.45, 2.78, 1.84], [2.78, 1.31, 1.62], [3.85, 1.24, 0.69], [4.20, 0.03, 0.18], [5.20, 0.05, -0.80], [5.63, -1.12, -1.39], [5.06, -2.32, -1.00], [4.07, -2.36, -0.04], [3.64, -1.19, 0.55], [2.87, -1.24, 1.31], [3.64, -3.31, 0.24], [5.47, -3.47, -1.58], [6.41, -1.11, -2.14], [5.63, 1.00, -1.07], [1.90, 0.80, 1.22], [3.08, 0.84, 2.56], [3.36, 3.32, 2.11], [1.74, 2.86, 2.66], [2.62, 3.30, -0.23], [1.66, 4.46, 0.71], [-0.36, 3.10, 1.88], [-0.81, 4.12, 0.48], [-2.60, 2.48, 0.90], [-1.42, 1.14, 0.85], [-2.11, -0.87, -2.83], [-1.74, -3.19, -2.09], [-1.94, -6.06, 0.12], [-2.46, -5.33, -1.42]], "mulliken_charge": [-0.912, 0.355, -0.400, 1.027, -0.494, -0.935, -0.590, -0.345, 0.574, -0.427, -0.876, 0.234, 0.362, 0.344, 0.591, 1.232, -0.739, -0.736, -0.036, -0.588, -1.072, 0.705, -1.119, -0.545, 0.437, 0.314, 0.492, 0.299, -1.086, -0.968, -0.521, -0.267, 0.398, -0.458, -0.493, 0.264, -0.633, -0.175, 0.379, 0.432, -0.333, 0.420, 0.401, 0.333, 0.451, 0.415, 0.424, 0.544, 0.301, 0.368, 0.348, 0.480, 0.310, 0.523, 0.394, 0.233, 0.365], "smiles": "COc1ccc(S(=O)(=O)N2CCN(CCCOc3ccc(F)cc3)CC2)cc1OC", "multiplicity": 1, "largest_force_ev_per_a": 1.0, "e_above_lowest_kcal_mol": 1.8, "homo_ev": -8.52}

{"formula": "C21H27FN4O3", "method": "wB97M-V/def2-TZVPD", "elements": ["C", "H", "O", "C", "C", "C", "C", "C", "C", "F", "H", "H", "C", "N", "C", "C", "H", "H", "C", "N", "C", "C", "C", "N", "H", "H", "N", "C", "O", "C", "H", "C", "H", "O", "C", "H", "H", "C", "H", "H", "H", "H", "C", "C", "H", "H", "H", "H", "H", "H", "H", "H", "H", "H", "H", "H"], "coordinates": [[-0.93, -5.28, 3.37], [-0.27, -6.08, 3.70], [-0.27, -4.04, 3.32], [0.81, -3.88, 2.51], [1.42, -2.62, 2.57], [2.53, -2.29, 1.81], [3.06, -3.25, 0.96], [2.48, -4.50, 0.87], [1.37, -4.81, 1.63], [0.86, -6.06, 1.49], [2.88, -5.26, 0.22], [3.94, -3.02, 0.36], [3.09, -0.89, 1.85], [2.51, 0.02, 0.88], [2.78, -0.37, -0.50], [2.35, 0.74, -1.46], [2.96, 1.62, -1.29], [2.49, 0.40, -2.48], [0.89, 1.15, -1.26], [-0.02, 0.13, -1.74], [-1.37, 0.19, -1.82], [-1.81, -1.05, -2.27], [-0.64, -1.79, -2.44], [0.42, -1.07, -2.13], [-0.53, -2.79, -2.79], [-2.82, -1.35, -2.44], [-2.15, 1.29, -1.47], [-1.99, 2.57, -1.92], [-1.07, 2.92, -2.62], [-3.06, 3.51, -1.39], [-4.04, 3.04, -1.44], [-2.75, 3.92, 0.07], [-1.66, 3.91, 0.23], [-3.25, 5.22, 0.22], [-2.92, 5.90, -0.98], [-1.88, 6.25, -0.92], [-3.59, 6.75, -1.07], [-3.07, 4.87, -2.11], [-4.01, 5.01, -2.66], [-2.24, 4.93, -2.82], [-3.23, 3.28, 0.82], [-3.03, 1.06, -1.03], [0.65, 1.43, 0.22], [1.09, 0.24, 1.07], [0.92, 0.47, 2.13], [0.49, -0.65, 0.81], [-0.41, 1.64, 0.41], [1.23, 2.30, 0.51], [0.69, 2.06, -1.85], [3.85, -0.52, -0.60], [2.26, -1.30, -0.78], [2.93, -0.45, 2.84], [4.17, -0.92, 1.66], [0.99, -1.90, 3.25], [-1.73, -5.15, 4.10], [-1.37, -5.54, 2.40]], "mulliken_charge": [-0.789, 0.322, -0.416, 0.029, -0.317, 0.756, -0.434, -0.697, 0.771, -0.336, 0.428, 0.397, -1.869, 0.112, -0.546, -1.461, 0.455, 0.504, -0.424, 1.028, 0.419, -0.841, -0.497, -0.993, 0.467, 0.445, -0.054, 0.112, -0.696, 0.274, 0.528, -0.646, 0.384, -0.455, -0.548, 0.304, 0.328, -0.830, 0.310, 0.335, 0.383, 0.306, -0.734, -0.551, 0.424, 0.322, 0.247, 0.513, 0.424, 0.407, 0.409, 0.506, 0.538, 0.394, 0.247, 0.307], "smiles": "COc1cc(CN2CCC(n3nccc3NC(=O)[C@@H]3CCOC3)CC2)ccc1F", "multiplicity": 1, "largest_force_ev_per_a": 1.0, "e_above_lowest_kcal_mol": 6.5, "homo_ev": -8.31}

{"formula": "C21H27I4IrNO7", "method": "wB97M-V/def2-TZVPD", "elements": ["Ir", "C", "O", "C", "C", "O", "C", "H", "H", "H", "H", "H", "H", "H", "H", "H", "H", "O", "C", "C", "O", "C", "C", "O", "C", "O", "O", "I", "I", "C", "C", "C", "C", "C", "C", "C", "C", "C", "C", "C", "C", "N", "H", "H", "H", "H", "H", "H", "H", "H", "H", "H", "H", "H", "H", "H", "H", "H", "H", "I", "I"], "coordinates": [[-0.41, -0.82, 0.56], [-2.83, -1.94, 2.53], [-1.73, -1.05, 2.49], [-0.92, -1.07, 3.64], [-0.09, 0.18, 3.75], [1.17, 0.06, 3.08], [2.33, -0.05, 3.88], [-3.59, -1.55, 1.84], [-3.20, -1.98, 3.57], [-2.44, -2.93, 2.16], [-0.27, -1.98, 3.58], [-1.59, -1.15, 4.52], [0.04, 0.53, 4.84], [-0.62, 0.98, 3.18], [2.38, -1.07, 4.30], [2.39, 0.67, 4.71], [3.19, 0.12, 3.23], [-5.81, 0.48, -2.33], [-4.82, 0.21, -1.71], [-3.94, 1.24, -0.96], [-4.21, 2.42, -0.70], [-2.79, 0.46, -0.51], [-2.94, -0.92, -0.89], [-2.17, -1.77, -0.26], [-4.10, -1.13, -1.68], [-4.52, -2.21, -2.17], [-1.74, 0.78, 0.16], [0.64, -3.04, 1.03], [0.18, -6.00, -0.65], [-0.36, 3.32, -1.26], [0.96, 2.74, -0.62], [0.75, 2.34, 0.87], [1.63, 1.78, -1.55], [2.41, 2.42, -2.58], [3.26, 1.75, -3.43], [3.22, 0.35, -3.34], [2.30, -0.37, -2.53], [2.22, -1.84, -2.74], [2.99, -2.55, -1.58], [0.78, -2.39, -3.00], [1.49, 0.32, -1.51], [0.72, -0.41, -0.71], [-0.71, 4.12, -0.61], [-1.13, 2.53, -1.37], [-0.16, 3.77, -2.24], [1.63, 3.64, -0.58], [0.68, 1.27, 1.06], [-0.17, 2.87, 1.24], [1.60, 2.72, 1.48], [2.37, 3.51, -2.65], [3.88, 2.25, -4.14], [3.87, -0.27, -4.00], [2.72, -2.09, -3.69], [2.41, -2.33, -0.68], [3.99, -2.13, -1.44], [3.07, -3.63, -1.74], [0.03, -1.77, -2.51], [0.70, -3.42, -2.61], [0.59, -2.34, -4.08], [-3.03, 2.78, 2.41], [-2.31, 3.59, 4.96]], "mulliken_charge": [2.999, -0.753, -0.336, -0.641, -0.125, -0.198, -0.875, 0.137, 0.441, 0.267, 0.176, 0.527, 0.532, -0.296, 0.292, 0.322, 0.240, -0.477, 0.354, -0.378, -0.552, 0.303, 0.605, -0.667, 0.060, -0.553, -0.261, -0.600, -0.096, -1.245, 0.654, -0.226, -0.056, -0.669, -1.065, -0.611, 0.263, 0.058, -0.832, -0.731, 0.637, -0.324, 0.387, 0.105, 0.463, 0.468, -0.665, -0.034, 0.416, 0.368, 0.423, 0.311, 0.533, -0.139, 0.295, 0.371, -0.050, 0.114, 0.337, 0.152, -0.156], "multiplicity": 6, "largest_force_ev_per_a": 5.1, "homo_ev": [-7.79, -8.79]}